# 1
Entry from the OMol25 dataset: a cluster of 2 separate species, C5H9NO in total (the ωB97M-V functional and the def2-TZVPD basis).

As for the SMILES: [H]/N=C\C.C=C1CO1. The value obtained for the energy above the lowest of the compared OMol25 structures with the same formula, charge and spin is 113.3 kcal per mole. As for the molar mass: 99.1 g mol⁻¹. The calculation puts the LUMO energy at 0.0352 hartree. The value obtained for the total energy is -8864.30069 eV. For the orbital gap, the calculation gives 9.77 eV. As for the highest occupied orbital energy: -8.81 eV.

Each line ends with the Mulliken charge.
CARTESIAN COORDINATES (ANGSTROEM)
H  1.060  1.520  -0.174  0.259
H  2.980  -0.877  -0.848  0.331
H  -1.421  2.231  0.243  0.262
C  1.903  -0.811  -0.644  -0.890
O  -1.257  0.549  -1.181  -0.391
H  1.872  -0.610  1.558  0.397
C  -1.266  -1.090  0.653  -1.270
H  1.511  -1.830  -0.564  0.277
H  1.413  -0.314  -1.489  0.242
C  -1.442  0.083  0.068  0.897
H  -1.838  -1.631  -0.104  0.304
H  -1.488  -1.165  1.710  0.244
H  -2.994  1.483  -0.438  0.252
C  1.664  -0.058  0.634  0.028
C  -1.939  1.387  -0.180  -0.277
N  1.243  1.134  0.758  -0.666



# 2
Entry from the OMol25 dataset: a cluster of 5 separate species, C20H28Cl3O12P in total (the ωB97M-V functional and the def2-TZVPD basis).

As for the SMILES: C/C(Cl)=C(/Cl)OC(=O)OP(O)Cl.O=C1CCCO1.O=C1CCCO1.O=C1CCCO1.O=C1CCCO1. As for the molar mass: 597.8 g mol⁻¹. The calculation puts the LUMO energy at 0.0110 hartree. The value obtained for the total energy is -92621.89323 eV. For the orbital gap, the calculation gives 9.48 eV. As for the highest occupied orbital energy: -9.18 eV.

Each line ends with the Mulliken charge.
CARTESIAN COORDINATES (ANGSTROEM)
H  -7.737  2.732  2.578  0.334
C  -6.749  4.542  1.839  -0.421
O  2.406  -5.024  1.077  -0.339
H  7.772  0.975  0.096  0.274
H  -6.077  4.528  2.700  0.261
C  1.488  -1.374  -2.868  0.541
P  3.517  -5.141  -0.114  0.227
O  4.622  3.216  -0.123  -0.581
H  7.463  0.014  -1.350  0.334
H  -2.926  -2.356  2.893  0.352
H  0.884  -1.912  -0.854  0.164
C  0.431  -1.797  -1.847  -0.708
C  -2.174  1.961  0.437  -0.252
O  3.033  -4.039  -1.322  -0.104
H  -1.712  -2.672  0.872  -0.106
O  -5.965  4.728  0.649  -0.362
H  5.108  0.673  -1.342  -0.181
C  -2.228  3.211  -0.429  -0.453
O  -1.067  -0.107  -0.196  -0.547
Cl  3.051  -6.980  -1.000  -0.241
C  -0.860  3.203  -1.087  -0.583
H  -0.871  3.675  -2.067  0.332
H  -3.151  1.493  0.536  0.104
C  -1.969  -3.601  1.386  -0.135
H  2.791  -4.662  1.893  0.381
O  4.998  -2.998  -1.577  -0.404
H  -3.013  -4.094  3.238  0.261
C  2.769  -1.372  -2.569  -0.024
H  -0.096  3.686  -0.472  0.270
C  -6.460  2.432  0.809  -0.402
C  3.851  -2.972  -1.406  0.441
C  -0.190  -3.902  2.911  0.543
H  -6.949  1.744  0.125  0.355
O  -0.520  1.810  -1.227  -0.349
H  7.305  2.032  -2.728  0.243
O  -5.049  3.394  -0.912  -0.584
H  -0.325  -0.984  -1.824  0.285
C  5.555  2.604  -0.554  0.441
H  -7.444  5.373  1.950  0.310
H  0.013  -4.283  0.799  -0.009
H  -5.737  1.903  1.432  0.206
H  8.538  2.516  -1.547  0.334
H  -3.000  3.098  -1.182  0.296
H  -2.432  4.125  0.127  0.414
C  7.509  2.181  -1.665  -0.420
O  -1.169  -3.227  3.561  -0.371
O  0.908  -4.063  3.363  -0.587
Cl  3.998  -0.859  -3.735  -0.177
C  -1.226  1.075  -0.341  0.465
H  -1.743  2.161  1.420  0.286
C  -2.393  -3.301  2.812  -0.509
O  6.616  3.191  -1.167  -0.362
C  7.209  0.942  -0.840  -0.560
C  -5.745  3.531  0.052  0.532
H  -8.378  3.371  1.065  0.266
H  5.453  0.680  0.415  0.342
H  0.015  -2.782  -2.113  0.359
H  -2.741  -4.103  0.804  0.397
C  5.724  1.101  -0.550  0.118
C  -0.712  -4.435  1.594  -0.134
C  -7.464  3.217  1.642  -0.516
Cl  0.977  -0.848  -4.470  -0.214
H  -0.938  -5.496  1.707  0.328
O  3.206  -1.736  -1.303  -0.161



# 3
Entry from the OMol25 dataset: a cluster of 2 separate species, C2H9N2O2 in total (the ωB97M-V functional and the def2-TZVPD basis).

The value obtained for the energy above the lowest of the compared OMol25 structures with the same formula, charge and spin is 69.2 kcal per mole. As for the molar mass: 93.1 g mol⁻¹. The calculation puts the LUMO energy at -0.1447 hartree. The value obtained for the total energy is -9286.96950 eV. Its net charge is +1. For the orbital gap, the calculation gives 10.74 eV. As for the highest occupied orbital energy: -14.67 eV.

Each line ends with the Mulliken charge.
CARTESIAN COORDINATES (ANGSTROEM)
N  0.712  1.031  0.544  -0.463
N  -1.021  -2.159  0.938  -0.256
H  -0.957  -1.861  1.942  0.363
H  2.270  2.392  -2.850  0.333
H  -0.995  -0.674  -0.879  0.300
O  1.591  2.414  -2.060  -0.656
H  0.552  1.938  1.055  0.356
H  -0.227  -2.841  0.914  0.403
H  -1.924  -2.464  0.579  0.322
C  -0.251  0.152  1.029  0.403
H  0.528  1.405  -0.456  0.290
H  1.064  3.091  -2.361  0.308
O  -1.139  0.387  1.904  -0.558
C  -0.463  -1.090  0.117  -0.513
H  0.259  -1.720  -0.417  0.367